C3H4N2O | ωB97M-V/def2-TZVPD

XYZ file:
```
10
Properties=species:S:1:pos:R:3:mulliken_charge:R:1
C -1.431 0.002 0.587 -0.396
C -0.244 -0.174 1.161 -0.248
C -0.202 0.088 -1.211 -0.011
N -1.424 0.150 -0.777 -0.595
N 0.733 -0.049 -0.276 0.113
O 2.067 -0.335 -0.385 -0.410
H -2.386 0.029 1.083 0.388
H 0.277 -0.288 2.078 0.412
H 0.042 0.170 -2.255 0.389
H 2.570 0.407 -0.004 0.357
```

The energy above the lowest of the compared OMol25 structures with the same formula, charge and spin is 3.7562 eV. The energy is -301.34919 hartree. Its charge is 0. For the HOMO energy, the calculation gives -0.3339 Ha. The SMILES is On1ccnc1.

=====

C27H74O10 | ωB97M-V/def2-TZVPD

XYZ file:
```
111
Properties=species:S:1:pos:R:3:mulliken_charge:R:1
C -23.350 4.799 31.144 -0.412
C -23.902 5.114 32.541 -0.680
O -24.464 6.384 32.423 -0.263
C -25.263 6.744 33.483 -0.347
C -25.631 8.241 33.288 -1.142
H -23.138 3.730 31.133 0.271
H -24.111 5.106 30.426 0.305
H -22.413 5.319 30.946 -0.043
H -24.567 4.445 33.088 0.433
H -23.031 5.261 33.180 0.268
H -26.103 6.050 33.521 0.361
H -24.685 6.688 34.405 0.306
H -25.799 8.596 32.271 0.317
H -24.745 8.798 33.590 0.291
H -26.478 8.413 33.953 0.335
C -19.024 2.421 23.541 -0.795
C -17.824 2.569 24.432 -0.327
O -17.708 1.485 25.347 -0.259
C -16.747 1.676 26.403 -0.559
C -17.595 1.585 27.770 -0.745
H -19.898 2.256 24.170 -0.195
H -19.109 3.294 22.894 0.475
H -18.992 1.540 22.900 0.365
H -16.920 2.672 23.833 0.327
H -17.859 3.495 25.006 0.360
H -15.900 0.993 26.340 0.317
H -16.399 2.709 26.374 0.383
H -18.018 0.595 27.942 0.153
H -18.494 2.201 27.789 0.048
H -17.086 1.734 28.722 0.504
C -18.953 7.593 27.064 -1.223
C -20.084 6.644 27.263 -0.259
O -19.778 5.445 28.022 -0.107
C -19.885 5.629 29.406 -0.489
C -19.488 4.305 29.955 -0.768
H -18.229 6.980 26.528 0.247
H -19.319 8.452 26.502 0.391
H -18.487 7.926 27.990 0.330
H -20.840 7.277 27.728 0.334
H -20.312 6.352 26.238 0.235
H -19.280 6.461 29.767 0.388
H -20.922 5.844 29.663 0.384
H -20.223 3.517 29.793 -0.125
H -19.144 4.366 30.988 0.447
H -18.564 4.065 29.430 0.285
C -22.698 2.837 27.896 -0.895
C -23.141 1.768 26.923 0.454
C -22.015 0.974 26.432 -0.165
O -24.067 0.875 27.476 0.763
H -23.601 3.390 28.154 0.503
H -21.961 3.398 27.321 0.402
H -22.102 2.511 28.748 -0.289
H -23.575 2.297 26.074 -0.109
H -22.364 0.110 25.866 -0.365
H -21.354 0.594 27.211 0.345
H -21.443 1.634 25.779 -0.226
H -23.814 0.613 28.364 -0.255
C -22.827 3.426 23.344 -0.817
C -23.598 2.053 23.213 0.775
O -23.652 1.821 21.853 -0.615
H -21.852 3.259 22.885 0.106
H -22.744 3.610 24.415 0.197
H -23.209 4.276 22.779 0.379
H -24.619 2.223 23.555 -0.179
H -23.313 1.126 23.709 -0.074
H -24.108 1.014 21.601 0.325
C -22.071 -1.826 22.870 -0.643
C -22.788 -3.042 23.371 -0.258
O -24.190 -2.756 23.528 -0.566
H -22.082 -0.901 23.447 -0.097
H -22.389 -1.563 21.861 0.394
H -21.026 -2.114 22.759 0.341
H -22.512 -3.339 24.382 0.187
H -22.647 -3.955 22.792 0.320
H -24.406 -2.535 24.437 0.340
C -18.710 -2.209 26.480 -1.260
C -19.380 -1.257 25.491 1.230
O -18.509 -0.972 24.431 -0.683
H -17.656 -2.101 26.737 0.349
H -19.036 -3.230 26.280 0.373
H -19.193 -1.983 27.431 0.131
H -19.718 -0.304 25.900 -0.345
H -20.289 -1.748 25.145 -0.264
H -18.329 -0.031 24.493 0.453
C -27.925 2.457 24.838 -1.451
C -26.931 1.507 25.477 0.387
O -26.478 2.097 26.711 -0.590
H -28.595 2.963 25.532 0.371
H -28.454 2.066 23.968 0.340
H -27.357 3.318 24.487 0.336
H -26.141 1.149 24.817 0.101
H -27.332 0.581 25.889 0.144
H -25.697 1.619 27.002 0.124
C -26.376 -1.634 28.157 -0.991
C -26.085 -2.226 26.739 -0.337
O -24.721 -2.112 26.403 -0.568
H -26.319 -0.550 28.255 0.187
H -25.747 -2.119 28.903 0.222
H -27.355 -1.907 28.550 0.472
H -26.755 -1.894 25.947 0.268
H -26.281 -3.296 26.820 0.406
H -24.410 -1.205 26.455 0.239
C -21.550 -0.567 30.137 -0.787
C -22.943 -1.234 29.840 -0.099
O -24.008 -0.318 30.113 -0.620
H -21.512 0.387 29.610 -0.116
H -20.704 -1.196 29.859 0.300
H -21.406 -0.259 31.172 0.374
H -23.078 -2.104 30.483 0.565
H -22.999 -1.540 28.795 0.049
H -24.627 -0.675 30.754 0.292
```

The energy above the lowest of the compared OMol25 structures with the same formula, charge and spin is 5.8161 eV. The energy is -1825.30710 hartree. Its charge is 0. For the HOMO energy, the calculation gives -0.3505 Ha. The SMILES is CC(C)O.CCOCC.CCOCC.CCOCC.CCO.CCO.CCO.CCO.CCO.CCO.

=====

C2H7PS2 | ωB97M-V/def2-TZVPD

XYZ file:
```
12
Properties=species:S:1:pos:R:3:mulliken_charge:R:1
C 2.111 -0.922 -0.008 -0.696
C 1.572 0.237 -0.342 0.091
P -2.348 0.838 -0.716 -0.040
S 0.874 1.388 0.786 -0.218
S -2.266 -0.681 0.711 -0.191
H 2.148 -1.253 1.018 0.146
H 2.530 -1.580 -0.748 0.251
H 1.519 0.601 -1.357 0.302
H -3.676 0.608 -1.069 0.059
H -1.894 0.057 -1.784 0.061
H 1.069 0.651 1.884 0.119
H -1.640 0.055 1.624 0.116
```

The energy above the lowest of the compared OMol25 structures with the same formula, charge and spin is 1.5144 eV. The energy is -1218.07936 hartree. Its charge is 0. For the HOMO energy, the calculation gives -0.3211 Ha. The SMILES is C=CS.PS.

=====

C30H26F2FeN6O2S | ωB97M-V/def2-TZVPD

XYZ file:
```
68
Properties=species:S:1:pos:R:3:mulliken_charge:R:1
Fe -1.057 0.300 -1.375 0.242
O 0.091 1.602 -0.483 -0.138
C 1.320 1.642 -0.139 0.265
C 1.774 2.681 0.719 -0.559
C 3.080 2.763 1.120 -0.429
C 4.042 1.836 0.689 -0.851
C 3.639 0.838 -0.164 -0.670
C 2.305 0.716 -0.579 0.514
C 1.985 -0.316 -1.530 -0.491
N 0.814 -0.621 -1.946 0.555
C 0.760 -1.654 -2.988 -0.825
C -0.665 -1.773 -3.545 -1.092
N -1.304 -0.487 -3.362 0.150
C -2.040 -0.042 -4.308 -0.438
C -2.584 1.283 -4.356 0.788
C -3.462 1.632 -5.387 -0.578
C -3.941 2.914 -5.520 -0.736
C -3.502 3.881 -4.603 -0.411
C -2.626 3.574 -3.594 -0.734
C -2.136 2.250 -3.415 0.105
O -1.311 1.993 -2.468 -0.491
H 1.040 3.400 1.056 0.463
H 3.374 3.564 1.788 0.393
H 5.072 1.915 1.008 0.399
H 4.357 0.115 -0.535 0.328
H 2.850 -0.864 -1.928 0.286
H 1.457 -1.370 -3.784 0.521
H 1.076 -2.623 -2.590 0.347
H -0.653 -2.082 -4.598 0.540
H -1.213 -2.529 -2.981 0.250
H -2.209 -0.671 -5.191 0.231
H -3.765 0.861 -6.088 0.333
H -4.629 3.174 -6.312 0.383
H -3.862 4.899 -4.693 0.361
H -2.285 4.325 -2.895 0.443
S -1.686 -1.855 -0.663 -0.577
C -1.224 -2.251 0.952 0.585
N -1.347 -3.470 1.367 -0.732
N -0.854 -3.775 2.648 -0.077
C 0.487 -3.886 2.918 0.658
C 1.493 -3.386 2.085 -0.253
C 2.823 -3.511 2.450 -0.547
C 3.197 -4.126 3.636 -0.669
C 2.198 -4.630 4.462 -0.335
C 0.869 -4.517 4.113 -0.712
N -0.616 -1.309 1.895 -0.425
N -0.731 -0.119 1.539 0.364
C -0.265 0.794 2.553 0.093
C 0.781 0.472 3.404 -0.184
C 1.174 1.399 4.356 -0.724
C 0.511 2.615 4.461 -0.421
C -0.537 2.922 3.601 -0.597
C -0.917 2.013 2.625 -0.284
H -1.431 -4.478 3.082 0.263
H 1.243 -2.901 1.154 0.500
H 3.580 -3.107 1.790 0.398
H 4.239 -4.212 3.911 0.378
H 2.458 -5.112 5.397 0.352
H 0.100 -4.899 4.775 0.294
H 1.279 -0.484 3.303 0.529
H 2.001 1.170 5.016 0.391
H 0.822 3.335 5.208 0.367
H -1.044 3.875 3.676 0.399
H -1.705 2.233 1.919 0.289
F -3.325 0.495 0.449 -0.318
C -2.815 0.937 -0.747 0.520
F -3.779 0.608 -1.674 -0.306
H -2.770 2.031 -0.681 0.323
```

Its expectation value of S² is 1.15. The energy above the lowest of the compared OMol25 structures with the same formula, charge and spin is 0.8372 eV. The energy is -3499.43272 hartree. Its charge is -1. For the HOMO energy (alpha / beta), the calculation gives -0.1682 / -0.1683 Ha. As for the spin multiplicity: 2.